Density functional theory data (ωB97M-V with the def2-TZVPD basis set) for a cluster of 2 separate species, C6H12N2OSi in total in a non-equilibrium geometry.

## Properties
Molar mass, Da: 156.3
E_LUMO, hartree: 0.0145
HOMO-LUMO gap, eV: 8.517
SMILES string: Cc1ncc[nH]1.C[Si](C)=O

Last column: natural (NBO) charge in e.
Geometry (Å):
C -1.484 -1.395 2.077  -0.6548
C -2.185 -0.685 0.876  0.3950
N -2.412 -1.108 -0.306  -0.5060
C -3.130 -0.173 -0.934  -0.1235
C -3.538 0.762 -0.021  -0.0993
N -2.923 0.423 1.162  -0.5337
H -0.407 -1.098 2.031  0.2335
H -1.667 -2.487 1.805  0.2318
H -2.059 -1.122 2.960  0.2153
H -3.389 -0.493 -1.874  0.2044
H -4.234 1.572 -0.155  0.2122
H -3.212 0.939 2.098  0.4335
C 2.581 1.424 -0.923  -1.1894
Si 0.922 0.696 -0.471  1.9971
C 0.278 -0.724 -1.530  -1.2113
O -0.091 1.335 0.490  -1.1829
H 3.010 2.179 -0.209  0.2655
H 3.341 0.718 -1.067  0.2466
H 2.412 2.009 -1.881  0.2613
H -0.435 -1.394 -1.001  0.3040
H -0.381 -0.153 -2.294  0.2603
H 0.908 -1.372 -2.098  0.2405

---

Density functional theory data (ωB97M-V with the def2-TZVPD basis set) for a structure of composition C16H10F2N2OPdS.

## Properties
Molar mass, Da: 422.8
E_LUMO (spin up / spin down), hartree: 0.1130 / 0.1128
Spin multiplicity: 2
Total charge: -1
HOMO-LUMO gap (spin up / spin down), eV: 5.236 / 6.838
<S²>: 0.75

Last column: natural (NBO) charge in e.
Geometry (Å):
Pd -0.065 -0.305 -0.430  0.4533
F -5.461 -0.534 -1.400  -0.3511
C -4.442 0.003 -0.672  0.4073
C -3.150 -0.415 -0.892  -0.3480
C -2.087 0.120 -0.153  -0.2219
C -2.400 1.100 0.825  -0.1935
C -3.725 1.491 0.990  0.4137
F -4.069 2.463 1.892  -0.3595
C -4.772 0.966 0.265  -0.4211
C -1.275 1.662 1.612  0.2076
C -1.401 2.398 2.798  -0.2519
C -0.266 2.836 3.454  -0.1786
C 0.986 2.541 2.934  -0.2907
C 1.033 1.802 1.765  0.0538
N -0.055 1.381 1.131  -0.4368
H -2.969 -1.167 -1.652  0.2162
H -5.787 1.299 0.419  0.2238
H -2.376 2.611 3.204  0.2281
H -0.360 3.400 4.374  0.2016
H 1.898 2.865 3.418  0.2066
H 1.974 1.517 1.306  0.2092
O 2.172 -0.449 -0.622  -0.6336
N 2.678 -1.405 -1.366  0.0165
C 4.027 -1.435 -1.473  0.0117
C 4.690 -2.373 -2.214  -0.3021
C 3.931 -3.336 -2.889  -0.2132
C 2.567 -3.298 -2.780  -0.2378
C 1.883 -2.327 -2.011  0.0057
S 0.188 -2.292 -1.881  -0.2715
H 4.510 -0.648 -0.914  0.2176
H 5.769 -2.349 -2.263  0.2109
H 4.411 -4.098 -3.489  0.2047
H 1.944 -4.022 -3.287  0.2230

---

Density functional theory data (ωB97M-V with the def2-TZVPD basis set) for a cluster of 2 separate species, C4H6F2N2 in total in a non-equilibrium geometry.

## Properties
Molar mass, Da: 120.1
E_LUMO (spin up / spin down), hartree: -0.0299 / 0.0020
HOMO-LUMO gap (spin up / spin down), eV: 8.230 / 8.243

Last column: natural (NBO) charge in e.
Geometry (Å):
C 0.288 1.194 -1.467  0.1624
C 1.171 0.550 0.714  0.0076
C -1.109 -1.768 0.118  0.0777
C 0.046 1.020 -0.139  0.0261
N 0.575 1.352 -2.599  -0.2737
N -1.089 1.587 0.524  -0.7529
F 1.486 -0.826 0.512  -0.3746
F -2.205 -1.008 -0.139  -0.3619
H 0.890 0.581 1.781  0.1784
H 2.044 1.170 0.457  0.2011
H -0.931 -2.007 1.178  0.1343
H -0.320 -1.380 -0.532  0.1528
H -1.735 1.801 -0.218  0.4132
H -1.216 1.060 1.427  0.4095

---

Density functional theory data (ωB97M-V with the def2-TZVPD basis set) for an isolated molecule of C3H5NO in a non-equilibrium geometry.

## Properties
Molar mass, Da: 71.1
E_LUMO, hartree: 0.0346
HOMO-LUMO gap, eV: 10.186
SMILES string: C=CNC=O

Last column: natural (NBO) charge in e.
Geometry (Å):
C 1.792 -0.280 -0.102  -0.4525
C 0.472 -0.520 0.100  -0.0229
N -0.521 0.578 0.196  -0.6339
C -1.824 0.277 -0.125  0.5147
O -2.195 -0.900 -0.015  -0.5983
H 2.550 -1.007 -0.034  0.2114
H 2.273 0.779 -0.290  0.1918
H 0.060 -1.567 0.293  0.2494
H -0.095 1.524 0.159  0.4044
H -2.512 1.116 -0.182  0.1358

---

Density functional theory data (ωB97M-V with the def2-TZVPD basis set) for a cluster of 2 separate species, C4H12 in total in a non-equilibrium geometry.

## Properties
Molar mass, Da: 60.1
E_LUMO, hartree: 0.0414
HOMO-LUMO gap, eV: 12.549
SMILES string: CC.CC

Last column: natural (NBO) charge in e.
Geometry (Å):
C 1.852 1.394 -0.846  -0.6079
C 1.690 0.803 0.579  -0.6205
H 1.171 0.746 -1.567  0.2004
H 1.647 2.481 -0.899  0.2102
H 2.890 1.325 -1.180  0.2026
H 2.221 -0.076 0.848  0.2088
H 2.146 1.386 1.350  0.2041
H 0.655 0.695 0.698  0.2024
C -2.395 -0.696 0.019  -0.6151
C -1.172 -1.521 0.231  -0.6086
H -2.611 -0.786 -1.088  0.2001
H -3.308 -0.955 0.562  0.2088
H -2.322 0.393 0.255  0.2041
H -1.361 -2.547 -0.023  0.2081
H -0.818 -1.529 1.337  0.1943
H -0.286 -1.114 -0.275  0.2083

---

Density functional theory data (ωB97M-V with the def2-TZVPD basis set) for a structure of composition C12H19BEuN11O4S5 in a non-equilibrium geometry.

## Properties
Molar mass, Da: 704.5
E_LUMO (spin up / spin down), hartree: -0.0453 / -0.0454
Spin multiplicity: 7
HOMO-LUMO gap (spin up / spin down), eV: 5.131 / 5.133
<S²>: 12.01

Last column: natural (NBO) charge in e.
Geometry (Å):
Eu -1.060 0.118 0.001  1.4597
S 3.502 3.300 5.502  -0.1141
C 2.625 2.709 4.239  -0.5762
S 3.103 1.365 3.273  0.4434
C 1.729 1.316 2.183  -0.4264
C 0.783 2.239 2.390  -0.3809
S -0.709 2.474 1.498  -0.3237
S 1.105 3.334 3.726  0.4754
S 1.719 0.089 0.926  -0.3910
B -4.045 0.960 0.220  0.1384
N -3.702 -0.523 0.651  -0.3291
C -4.441 -1.623 0.440  0.0120
C -3.957 -2.634 1.249  -0.3598
C -2.885 -2.045 1.935  -0.0163
N -2.720 -0.778 1.568  -0.3384
N -3.676 1.159 -1.281  -0.2854
C -4.479 1.215 -2.351  0.0041
C -3.694 1.435 -3.477  -0.3531
C -2.391 1.486 -2.979  -0.0196
N -2.385 1.336 -1.654  -0.3716
H -5.237 1.144 0.351  -0.0213
H -3.352 1.689 0.878  0.0121
H -5.275 -1.610 -0.251  0.2255
H -4.332 -3.644 1.341  0.2280
H -2.250 -2.464 2.695  0.2185
H -5.550 1.121 -2.242  0.2265
H -4.017 1.532 -4.507  0.2329
H -1.465 1.629 -3.520  0.2051
N 0.303 -2.093 2.649  -0.6538
N 0.509 -3.239 1.869  -0.3877
C 0.102 -3.350 0.616  0.6500
N 0.390 -4.492 0.004  -0.7716
N -0.577 -2.301 0.071  -0.4534
N -1.054 -2.344 -1.200  0.6486
O -1.865 -1.412 -1.444  -0.4272
O -0.710 -3.143 -2.058  -0.3860
H 0.974 -1.382 2.361  0.4061
H 0.425 -2.348 3.616  0.3713
H 1.211 -3.891 2.156  0.3855
H 0.740 -5.274 0.527  0.4088
H 0.169 -4.569 -0.963  0.4415
C 2.663 -1.635 -2.962  -0.2563
O 2.556 -0.194 -2.896  -0.4938
C 1.501 0.274 -2.246  0.9360
O 0.610 -0.441 -1.800  -0.6980
N 1.499 1.607 -2.177  -0.4513
N 0.498 2.189 -1.426  -0.6217
H 3.473 -1.831 -3.652  0.2027
H 1.740 -2.075 -3.320  0.2019
H 2.903 -2.031 -1.978  0.1939
H 2.298 2.115 -2.488  0.3968
H -0.030 2.831 -1.986  0.3742
H 0.851 2.647 -0.609  0.4092

---

Density functional theory data (ωB97M-V with the def2-TZVPD basis set) for a cluster of 2 separate species, C3H9NO2 in total in a non-equilibrium geometry.

## Properties
Molar mass, Da: 91.1
E_LUMO, hartree: 0.0222
HOMO-LUMO gap, eV: 9.455
SMILES string: CC(=O)O.CN

Last column: natural (NBO) charge in e.
Geometry (Å):
C -0.635 -2.786 -1.690  -0.7443
C 0.166 -2.240 -0.535  0.7897
O 1.306 -2.417 -0.133  -0.5935
O -0.558 -1.314 0.118  -0.7260
H -1.511 -2.116 -1.814  0.2535
H -1.339 -3.625 -1.437  0.2559
H -0.060 -3.019 -2.554  0.2464
H -0.180 -0.848 1.019  0.5171
C 0.598 2.435 0.478  -0.3975
N 0.108 3.069 1.694  -0.8814
H 0.272 1.387 0.414  0.1531
H 1.685 2.493 0.562  0.1949
H 0.268 2.936 -0.429  0.1888
H -0.876 3.187 1.836  0.3731
H 0.757 2.858 2.471  0.3701

---

ΔE to the lowest compared entry with this formula, charge and spin: 51.52; 0.00; 408.73; 102.77; 71.36; 0.00; 178.31 (kJ/mol)